The following is a DFT calculation (ωB97M-V/def2-TZVPD) of a cluster of 9 separate species, C80H184F6N5O8P4S2 in total at a distorted geometry.

The total energy comes out at -6792.586804 Eh. As for the net charge: +7. As for the HOMO energy: -15.967 eV.

Atoms and positions in Å:
C  1.679  0.596  1.387
F  0.757  0.207  0.507
F  2.414  1.566  0.782
F  1.162  1.132  2.569
S  2.781  -1.062  1.806
O  3.614  -1.355  0.613
O  3.637  -0.665  2.910
N  1.595  -2.253  2.278
S  1.522  -3.119  0.978
O  1.264  -2.438  -0.285
O  2.588  -4.149  0.923
C  -0.085  -4.103  1.370
F  -1.031  -3.190  1.585
F  -0.359  -4.794  0.230
F  -0.010  -4.904  2.441
C  -1.426  10.001  -15.793
C  -1.293  9.666  -14.320
C  -0.956  8.241  -13.907
C  -0.685  7.963  -12.395
P  -0.489  6.262  -11.896
C  0.559  5.462  -13.184
C  1.975  6.073  -13.509
C  2.949  4.983  -13.986
C  4.241  5.540  -14.569
C  0.077  6.166  -10.185
C  0.286  4.767  -9.702
C  -0.783  3.791  -9.201
C  -0.300  2.355  -9.224
C  -2.126  5.568  -11.997
C  -3.165  5.781  -10.903
C  -4.007  7.055  -10.937
C  -4.738  7.283  -12.231
H  -0.520  9.815  -16.371
H  -1.635  11.034  -16.071
H  -2.231  9.513  -16.344
H  -2.210  10.080  -13.901
H  -0.458  10.213  -13.881
H  -0.352  7.682  -14.621
H  -1.899  7.702  -14.002
H  -1.403  8.556  -11.829
H  0.248  8.437  -12.088
H  0.078  5.274  -14.145
H  0.871  4.489  -12.805
H  2.458  6.578  -12.672
H  1.963  6.886  -14.236
H  2.601  4.450  -14.871
H  3.175  4.270  -13.193
H  4.764  5.984  -13.722
H  4.049  6.310  -15.316
H  4.867  4.730  -14.945
H  -0.622  6.739  -9.577
H  1.013  6.711  -10.059
H  1.095  4.710  -8.975
H  0.668  4.192  -10.546
H  -1.616  3.773  -9.905
H  -1.224  4.060  -8.242
H  0.495  2.293  -8.481
H  0.136  2.020  -10.165
H  -1.134  1.671  -9.065
H  -1.791  4.531  -11.952
H  -2.480  5.673  -13.023
H  -2.608  5.737  -9.966
H  -3.856  4.943  -10.817
H  -3.416  7.915  -10.622
H  -4.770  6.996  -10.162
H  -4.781  8.340  -12.491
H  -5.755  6.891  -12.268
H  -4.154  6.911  -13.072
C  -7.015  -11.387  5.326
C  -7.621  -11.424  6.784
C  -9.142  -11.127  6.619
C  -9.918  -12.202  5.834
P  -11.527  -11.595  5.012
C  -11.188  -10.180  3.876
C  -10.069  -10.410  2.801
C  -9.576  -9.081  2.229
C  -10.609  -8.417  1.325
C  -12.095  -12.972  4.048
C  -12.202  -14.332  4.805
C  -12.682  -15.436  3.900
C  -12.666  -16.806  4.482
C  -12.840  -11.054  6.209
C  -13.997  -10.171  5.627
C  -14.976  -10.790  4.706
C  -15.419  -12.225  4.951
H  -7.594  -10.720  4.688
H  -7.036  -12.331  4.782
H  -6.040  -10.900  5.332
H  -7.060  -10.751  7.433
H  -7.613  -12.470  7.090
H  -9.400  -10.150  6.211
H  -9.544  -11.009  7.626
H  -10.218  -12.991  6.523
H  -9.301  -12.717  5.098
H  -10.940  -9.309  4.483
H  -12.117  -9.844  3.415
H  -10.470  -11.077  2.038
H  -9.196  -10.934  3.190
H  -8.579  -9.203  1.805
H  -9.569  -8.377  3.061
H  -11.563  -8.316  1.842
H  -10.745  -9.058  0.454
H  -10.455  -7.380  1.026
H  -11.411  -13.082  3.206
H  -13.007  -12.747  3.495
H  -12.886  -14.391  5.651
H  -11.287  -14.696  5.273
H  -12.005  -15.407  3.046
H  -13.685  -15.294  3.498
H  -12.778  -16.753  5.565
H  -11.650  -17.147  4.283
H  -13.302  -17.598  4.085
H  -12.185  -10.335  6.701
H  -13.319  -11.811  6.831
H  -13.704  -9.186  5.263
H  -14.497  -9.856  6.543
H  -14.578  -10.542  3.723
H  -15.872  -10.173  4.633
H  -15.639  -12.602  3.952
H  -16.374  -12.276  5.472
H  -14.736  -12.858  5.518
C  3.972  7.197  6.761
C  3.206  8.143  5.852
C  2.120  8.890  6.609
C  1.310  9.732  5.619
P  -0.179  10.542  6.333
C  -0.949  9.493  7.617
C  -1.765  8.333  7.107
C  -2.462  7.350  8.087
C  -3.577  7.976  8.914
C  0.409  12.021  7.177
C  -0.701  12.925  7.816
C  -0.217  14.316  8.292
C  0.960  14.440  9.168
C  -1.296  11.154  5.078
C  -1.494  10.071  3.950
C  -2.674  10.538  2.958
C  -3.227  9.509  2.066
H  4.320  7.744  7.637
H  4.707  6.567  6.260
H  3.327  6.405  7.143
H  2.841  7.502  5.049
H  3.945  8.889  5.561
H  2.545  9.477  7.423
H  1.469  8.117  7.019
H  0.974  9.078  4.814
H  1.912  10.568  5.262
H  -1.581  10.086  8.278
H  -0.094  9.157  8.205
H  -1.136  7.629  6.562
H  -2.457  8.747  6.374
H  -1.658  6.945  8.701
H  -2.864  6.515  7.512
H  -3.554  9.055  8.757
H  -3.308  7.987  9.970
H  -4.552  7.515  8.758
H  1.000  12.574  6.448
H  1.155  11.894  7.961
H  -1.180  12.395  8.639
H  -1.461  12.996  7.038
H  -1.021  14.914  8.723
H  0.012  14.822  7.354
H  1.105  15.460  9.523
H  1.948  14.377  8.712
H  0.643  13.823  10.009
H  -0.744  11.988  4.645
H  -2.274  11.421  5.479
H  -1.892  9.186  4.445
H  -0.595  9.833  3.381
H  -2.482  11.478  2.441
H  -3.525  10.915  3.526
H  -3.554  8.595  2.562
H  -2.529  9.163  1.303
H  -4.171  9.739  1.572
C  10.508  -5.611  -2.415
C  9.054  -5.919  -2.829
C  8.600  -5.006  -3.980
C  9.284  -5.127  -5.362
P  8.261  -4.220  -6.598
C  6.831  -5.421  -6.898
C  5.803  -5.095  -7.913
C  4.745  -6.213  -8.250
C  5.353  -7.462  -8.876
C  7.625  -2.497  -6.195
C  8.605  -1.647  -5.369
C  8.294  -0.198  -5.221
C  9.242  0.731  -4.369
C  9.417  -4.060  -8.009
C  9.114  -3.047  -9.186
C  10.134  -3.121  -10.378
C  9.837  -2.175  -11.555
H  11.159  -5.850  -3.255
H  10.782  -5.939  -1.412
H  10.721  -4.542  -2.408
H  8.303  -5.797  -2.049
H  8.995  -6.975  -3.093
H  8.697  -3.966  -3.669
H  7.540  -5.187  -4.157
H  9.431  -6.155  -5.693
H  10.263  -4.651  -5.425
H  6.362  -5.627  -5.935
H  7.322  -6.355  -7.172
H  6.314  -4.854  -8.845
H  5.243  -4.182  -7.708
H  3.943  -5.885  -8.911
H  4.236  -6.536  -7.341
H  4.542  -8.126  -9.177
H  6.057  -8.017  -8.256
H  5.935  -7.241  -9.771
H  6.642  -2.541  -5.725
H  7.542  -1.969  -7.145
H  9.624  -1.885  -5.674
H  8.559  -2.010  -4.342
H  7.319  -0.100  -4.743
H  8.204  0.305  -6.183
H  10.187  1.028  -4.824
H  9.448  0.211  -3.433
H  8.686  1.591  -3.997
H  9.425  -5.097  -8.344
H  10.431  -3.963  -7.620
H  9.075  -2.024  -8.811
H  8.121  -3.274  -9.574
H  10.031  -4.150  -10.721
H  11.048  -2.753  -9.912
H  8.801  -2.317  -11.860
H  10.522  -2.267  -12.397
H  9.925  -1.113  -11.325
C  14.349  0.399  8.398
C  14.458  0.161  6.955
C  13.142  0.374  6.313
O  13.241  0.103  4.902
C  11.981  -0.210  4.347
N  15.481  1.079  6.222
H  15.459  0.932  5.223
H  15.499  2.058  6.471
H  16.451  0.941  6.465
H  14.151  1.411  8.753
H  15.393  0.208  8.645
H  13.817  -0.409  8.900
H  14.801  -0.871  6.891
H  12.635  1.311  6.546
H  12.487  -0.304  6.859
H  11.356  0.661  4.547
H  11.629  -1.099  4.871
H  11.814  -0.471  3.302
C  -10.898  5.794  4.772
C  -9.796  5.209  3.862
C  -8.482  5.279  4.671
O  -7.470  5.093  3.678
C  -6.795  3.829  3.673
N  -10.074  3.742  3.502
H  -10.163  3.086  4.265
H  -10.999  3.609  3.117
H  -9.392  3.317  2.891
H  -11.830  6.055  4.270
H  -10.540  6.751  5.152
H  -11.106  5.284  5.713
H  -9.682  5.834  2.976
H  -8.372  4.656  5.559
H  -8.333  6.316  4.971
H  -7.288  2.877  3.871
H  -5.861  3.929  4.226
H  -6.363  3.727  2.677
C  9.658  -6.751  9.779
C  9.320  -6.039  8.430
O  10.124  -5.256  7.919
N  7.974  -6.428  7.824
H  7.972  -7.359  7.432
H  7.254  -6.403  8.531
C  7.512  -5.527  6.698
H  10.747  -6.727  9.748
H  9.262  -7.764  9.852
H  9.315  -6.213  10.663
H  7.398  -4.538  7.142
H  6.508  -5.791  6.367
H  8.328  -5.640  5.983
C  0.992  -0.091  8.755
C  -0.233  -1.015  8.597
O  -1.269  -0.718  9.258
N  -0.135  -2.271  7.722
H  -0.036  -2.054  6.741
H  0.750  -2.670  8.003
C  -1.288  -3.391  8.024
H  1.375  0.116  7.756
H  1.561  -0.690  9.466
H  0.724  0.805  9.315
H  -1.152  -4.240  7.353
H  -2.274  -2.970  7.829
H  -1.254  -3.558  9.101